[1]
Here is a molecular structure, C35H35Br2N6O4S3Ti from OMol25. Energies are from ωB97M-V/def2-TZVPD.

For the HOMO-LUMO gap, the calculation gives 6.90 eV. For the largest force on an atom, the calculation gives 0.0055 Eh/bohr. Its charge is +1. The total energy is -9176.2827 a.u.

Positions of all 86 atoms, in Å:
Ti  0.8164  0.4242  0.7463
C  -0.1199  2.9228  4.0793
C  -0.5301  3.6365  2.7952
N  -1.2387  2.7831  1.9137
N  -1.7178  3.3556  0.7418
C  -1.7615  2.6055  -0.2914
S  -1.1695  0.9709  -0.5930
S  -2.5125  3.2606  -1.7441
C  -3.5597  4.5500  -1.0192
C  -4.5756  4.0428  -0.0249
C  -5.3698  2.9301  -0.2875
C  -6.3397  2.5282  0.6186
C  -6.5226  3.2280  1.8047
C  -5.7217  4.3266  2.0818
C  -4.7549  4.7291  1.1699
C  0.7011  4.1992  2.1028
C  1.0954  5.5290  2.1045
C  2.2975  5.9243  1.5331
C  3.1431  4.9889  0.9630
C  2.7811  3.6506  0.9481
C  1.5688  3.2737  1.5052
O  1.2130  1.9589  1.4849
H  -0.9887  2.5342  4.6089
H  0.5674  2.1067  3.8507
H  0.3839  3.6379  4.7252
H  -2.9343  5.3145  -0.5653
H  -4.0534  4.9906  -1.8895
H  -5.2308  2.3782  -1.2094
H  -6.9607  1.6708  0.3938
H  -7.2891  2.9225  2.5049
H  -5.8515  4.8785  3.0035
H  -4.1265  5.5813  1.3926
H  0.4507  6.2671  2.5567
H  2.5729  6.9695  1.5459
H  4.0891  5.2954  0.5371
H  3.4308  2.8878  0.5404
Br  -1.7709  5.1184  3.4041
C  -1.7679  1.5490  2.3226
C  -3.0705  1.3943  2.7742
C  -3.4769  0.1423  3.2079
C  -2.5721  -0.9141  3.2042
C  -1.3145  -0.6735  2.6913
N  -0.9373  0.5109  2.2301
C  -0.2105  -1.6749  2.5830
O  -0.2225  -2.7783  3.0642
O  0.8247  -1.1830  1.9107
H  -3.7300  2.2533  2.7888
H  -4.4866  -0.0002  3.5684
H  -2.8231  -1.9004  3.5669
Br  1.1089  -4.5835  -4.1473
C  0.9677  -3.2403  -2.8480
C  1.1613  -3.5329  -1.5075
C  1.0594  -2.5089  -0.5894
N  0.7696  -1.2408  -0.9174
C  0.5981  -0.9788  -2.2206
C  0.6856  -1.9349  -3.2129
H  1.3894  -4.5348  -1.1755
H  1.2142  -2.7087  0.4600
H  0.3844  0.0486  -2.4795
H  0.5361  -1.6582  -4.2461
C  2.8959  -3.1866  4.6193
C  3.8516  -2.4869  3.7140
C  5.2141  -2.5198  3.8144
C  5.9678  -1.7704  2.8934
N  5.4038  -1.0444  1.9374
C  4.0756  -1.0281  1.8464
S  3.3571  -0.0991  0.5980
N  3.3213  -1.7369  2.7219
C  7.4579  -1.7449  2.9662
H  3.4015  -3.9691  5.1785
H  2.0649  -3.6124  4.0567
H  2.4775  -2.4721  5.3309
H  5.6949  -3.1051  4.5830
H  2.3033  -1.6932  2.5751
H  7.8533  -2.6322  3.4552
H  7.7632  -0.8715  3.5468
H  7.8778  -1.6419  1.9688
C  2.4098  2.2185  -3.2900
C  2.7750  1.4640  -2.0344
O  1.6786  1.5065  -1.0897
H  3.2395  2.1915  -3.9958
H  2.2016  3.2675  -3.0681
H  1.5343  1.7848  -3.7746
H  3.6662  1.8790  -1.5608
H  2.9601  0.4086  -2.2306
H  1.1647  2.3165  -1.2187


[2]
Here is a molecular structure, C35H35BrF4IPSi2Ti from OMol25. Energies are from ωB97M-V/def2-TZVPD.

For the HOMO-LUMO gap, the calculation gives 7.15 eV. For the largest force on an atom, the calculation gives 0.0086 Eh/bohr. Its charge is +2. The total energy is -6395.1964 a.u.

Positions of all 80 atoms, in Å:
Ti  0.1021  0.3707  -0.1323
I  -1.5957  0.7043  2.1404
C  -1.7460  2.7460  1.7453
C  -2.4069  3.5723  2.6068
C  -2.4989  4.9414  2.2826
C  -1.9418  5.4148  1.1280
C  -1.2578  4.5501  0.2416
C  -0.6874  5.0267  -0.9669
C  -0.0429  4.1844  -1.8232
C  0.0912  2.8165  -1.4925
C  -0.4313  2.3014  -0.3295
C  -1.1419  3.1745  0.5506
H  -2.8581  3.2033  3.5176
H  -3.0187  5.6081  2.9557
H  -2.0194  6.4636  0.8739
H  -0.7783  6.0799  -1.2004
H  0.3735  4.5546  -2.7498
H  0.6305  2.1920  -2.1998
F  -2.5954  -5.6850  -3.3465
C  -1.8892  -4.5978  -3.1565
C  -0.8388  -4.2889  -4.0080
F  -0.5470  -5.0834  -5.0123
C  -0.1022  -3.1307  -3.7912
F  0.8833  -2.8518  -4.6337
C  -0.3748  -2.2710  -2.7323
P  0.5676  -0.7316  -2.5437
C  2.3085  -1.2085  -2.5716
C  2.6745  -2.4575  -2.0662
C  4.0138  -2.7866  -1.9383
C  4.9937  -1.8702  -2.2978
C  4.6324  -0.6249  -2.7914
C  3.2928  -0.2902  -2.9293
C  0.1428  0.2541  -3.9890
C  -1.0525  0.9776  -3.9386
C  -1.4912  1.6681  -5.0541
C  -0.7367  1.6450  -6.2207
C  0.4453  0.9206  -6.2779
C  0.8844  0.2134  -5.1690
C  -1.4404  -2.6046  -1.9032
Br  -1.9767  -1.4759  -0.4740
C  -2.1961  -3.7436  -2.0991
F  -3.2100  -4.0385  -1.3035
H  1.9219  -3.1871  -1.7898
H  4.2943  -3.7617  -1.5632
H  6.0389  -2.1316  -2.2046
H  5.3931  0.0870  -3.0820
H  3.0284  0.6855  -3.3172
H  -1.6445  1.0063  -3.0284
H  -2.4173  2.2250  -5.0152
H  -1.0777  2.1884  -7.0915
H  1.0219  0.8944  -7.1920
H  1.7842  -0.3825  -5.2400
C  0.7295  -2.2045  1.7347
Si  2.0710  -0.8899  1.9845
C  3.6996  -1.7959  1.8755
C  1.9077  -0.0099  3.6196
C  1.9425  0.3486  0.4992
Si  3.0086  1.9535  0.6975
C  3.2674  2.8117  -0.9560
C  4.6977  1.4207  1.3032
C  2.2123  3.0839  1.9625
H  1.0421  -3.1045  2.2694
H  0.6422  -2.5125  0.6845
H  -0.2723  -1.9780  2.1052
H  3.6185  -2.7108  2.4672
H  4.5292  -1.2165  2.2752
H  3.9491  -2.0843  0.8543
H  1.7421  -0.7358  4.4184
H  1.1077  0.7269  3.6655
H  2.8429  0.5025  3.8513
H  2.3642  -0.2507  -0.3291
H  4.3324  2.8150  -1.1931
H  2.9324  3.8482  -0.9208
H  2.7636  2.3328  -1.7955
H  5.1236  0.6146  0.7033
H  4.6995  1.1131  2.3486
H  5.3733  2.2760  1.2206
H  1.1234  3.0640  1.9456
H  2.5162  4.1156  1.7740
H  2.5343  2.8337  2.9736


[3]
Here is a molecular structure, C35H35Cl2DyN6S in a non-equilibrium geometry from OMol25. Energies are from ωB97M-V/def2-TZVPD.

For the HOMO-LUMO gap (alpha / beta), the calculation gives 5.87 / 5.90 eV. For the largest force on an atom, the calculation gives 0.0196 Eh/bohr. Its expectation value of S² is 9.3375. Its charge is 0. Its spin multiplicity is 6. The total energy is -3886.8800 a.u.

Positions of all 80 atoms, in Å:
Dy  0.4030  -0.6787  0.4270
N  2.3302  1.7750  -3.0823
C  1.8592  1.3194  -1.9031
S  2.4694  -0.1968  -1.3956
N  1.0139  2.1429  -1.3076
N  0.3339  1.7254  -0.2322
C  -0.5081  2.5698  0.3116
C  -0.7661  3.9530  -0.1432
C  -0.7772  4.3121  -1.4931
C  -1.0834  5.6053  -1.8779
C  -1.3936  6.5673  -0.9300
C  -1.3565  6.2336  0.4142
C  -1.0294  4.9483  0.8047
C  -1.2540  2.0584  1.4692
C  -2.5109  2.5667  1.8275
C  -3.1391  2.0998  2.9627
C  -2.5024  1.1409  3.7423
C  -1.2968  0.6424  3.2881
N  -0.7017  1.0484  2.1691
H  3.0612  1.2603  -3.5380
H  2.0812  2.6977  -3.3926
H  -0.5460  3.5688  -2.2355
H  -1.0863  5.8635  -2.9277
H  -1.6466  7.5729  -1.2367
H  -1.5856  6.9783  1.1641
H  -0.9606  4.7102  1.8571
H  -2.9880  3.3056  1.2031
H  -4.1088  2.4835  3.2469
H  -2.9344  0.7897  4.6675
H  -0.7689  -0.1207  3.8494
Cl  -1.0093  -2.5870  2.3273
C  -2.6785  -2.1943  1.8950
Cl  -2.6283  -0.8732  0.7161
H  -3.2043  -1.8673  2.7870
H  -3.1430  -3.0613  1.4350
C  -2.8760  1.6722  -2.7412
C  -2.5295  0.2149  -2.8873
C  -3.1490  -0.5358  -3.8821
C  -2.8215  -1.8756  -4.0231
C  -3.4304  -2.6942  -5.1295
C  -1.9282  -2.4798  -3.1510
C  -1.2746  -1.7690  -2.1187
C  -1.6046  -0.3878  -2.0607
N  -0.4126  -2.2537  -1.1714
C  0.1288  -3.6138  -1.3155
C  -0.9388  -4.6956  -1.0472
C  0.8491  -3.8036  -2.6650
C  1.2222  -3.8205  -0.2516
H  -3.9539  1.8103  -2.8289
H  -2.4017  2.2560  -3.5322
H  -2.5534  2.0769  -1.7815
H  -3.8630  -0.0667  -4.5469
H  -4.0751  -2.0821  -5.7577
H  -4.0199  -3.5176  -4.7241
H  -2.6455  -3.1194  -5.7564
H  -1.7590  -3.5328  -3.3065
H  -1.0874  0.2390  -1.3328
H  -1.8339  -4.5551  -1.6449
H  -1.2384  -4.6606  0.0023
H  -0.5339  -5.6867  -1.2539
H  0.1926  -3.7031  -3.5216
H  1.3215  -4.7853  -2.7050
H  1.6219  -3.0380  -2.7487
H  0.8129  -3.8140  0.7605
H  2.0011  -3.0538  -0.3381
H  1.6904  -4.7927  -0.4050
N  8.7320  -0.0843  6.3944
C  7.7505  -0.2576  5.8224
C  6.5415  -0.4556  5.1032
C  5.3324  0.0224  5.6141
C  4.1694  -0.1282  4.8881
C  4.1839  -0.7597  3.6396
C  5.3986  -1.2487  3.1436
C  6.5644  -1.1010  3.8638
C  3.0010  -0.8775  2.8556
C  1.9995  -0.9630  2.1639
H  5.3211  0.5115  6.5789
H  3.2354  0.2571  5.2744
H  5.4128  -1.7299  2.1753
H  7.5027  -1.4770  3.4789


Which formula does entry 2 have? C35H35BrF4IPSi2Ti